[1]
Density functional theory data (ωB97M-V/def2-TZVPD) for C33H33BBiN10OS3SeSi as an isolated structure.

Properties
Multiplicity: 1
Relative energy (zero: lowest compared OMol25 entry of this formula, charge and spin) in eV: 0.3309
Total charge: -1

```
84
C33H33BBiN10OS3SeSi ωB97M-V/def2-TZVPD
Bi -1.08488 1.99734 -2.05409
C -1.88191 -0.21905 -6.38126
C -1.08627 0.38151 -5.39674
N -1.74558 0.46421 -4.24759
N -2.96741 -0.06044 -4.46131
C -3.07137 -0.48339 -5.73285
B -4.07532 -0.09724 -3.37611
N -4.26279 1.36594 -2.89226
C -4.13831 2.47825 -3.64710
C -4.43279 3.56640 -2.85591
C -4.72821 2.99798 -1.60362
N -4.63262 1.67428 -1.63490
N -3.70477 -0.97945 -2.18706
C -4.40006 -2.01548 -1.68332
C -3.73258 -2.47727 -0.57006
C -2.61809 -1.62681 -0.47294
N -2.61195 -0.72749 -1.44508
H -1.63180 -0.41419 -7.40954
H -0.08302 0.77598 -5.46855
H -3.98884 -0.92838 -6.08018
H -5.06775 -0.55040 -3.90047
H -3.82789 2.42062 -4.67768
H -4.41320 4.60365 -3.14306
H -5.01140 3.49055 -0.68533
H -5.31147 -2.34189 -2.15595
H -4.00789 -3.29636 0.07220
H -1.82749 -1.63197 0.26201
S 1.59697 4.02331 -5.39757
C 0.60584 3.35304 -4.26994
S -1.03778 3.79948 -4.00210
S 1.21924 2.14949 -3.14400
C 7.56645 -7.06727 5.52612
O 6.73489 -6.07149 6.08938
C 5.95088 -5.35498 5.23841
C 5.91671 -5.53734 3.86032
C 5.07715 -4.75102 3.08467
C 4.26562 -3.78044 3.65739
C 4.31439 -3.60949 5.04168
C 5.14405 -4.38396 5.82633
C 3.39333 -2.97857 2.79186
N 3.33328 -3.08120 1.48678
C 2.39789 -2.15264 1.09335
C 1.88856 -1.48643 2.17685
N 2.53288 -2.02493 3.26702
C 0.87249 -0.48473 2.08501
C 0.27406 0.15987 3.17345
C -0.72405 1.07290 2.94369
C -1.09178 1.34127 1.62137
N -0.53489 0.75170 0.58548
C 0.42769 -0.15639 0.79015
C 0.97633 -0.84288 -0.38527
N 0.49228 -0.49173 -1.58678
C 0.90788 -1.14600 -2.65074
C 1.85145 -2.17930 -2.59459
C 2.38075 -2.52740 -1.37826
C 1.93667 -1.85543 -0.23426
H 8.10170 -7.51911 6.35651
H 8.28529 -6.63549 4.82498
H 6.97848 -7.83398 5.01497
H 6.53324 -6.28232 3.37937
H 5.04317 -4.88469 2.01197
H 3.70237 -2.86124 5.53101
H 5.18407 -4.25314 6.89930
H 2.40737 -1.76132 4.22656
H 0.58781 -0.06621 4.18642
H -1.21795 1.58729 3.75648
H -1.85942 2.07302 1.40135
H 0.47776 -0.83747 -3.59569
H 2.15466 -2.67786 -3.50506
H 3.12239 -3.30910 -1.27697
C -0.68628 6.85491 1.32242
Si -1.69779 5.51677 0.47628
C -2.81587 4.73174 1.77509
C -2.79369 6.35273 -0.78840
Se -0.20759 4.06855 -0.34037
H -1.33390 7.59564 1.80091
H -0.05937 7.36518 0.58857
H -0.02896 6.42665 2.08154
H -3.41184 5.48296 2.30188
H -2.21816 4.18984 2.51174
H -3.50471 4.02231 1.30854
H -3.35556 7.15208 -0.29323
H -3.50660 5.65678 -1.22801
H -2.20417 6.79115 -1.59523
```

=====

[2]
Density functional theory data (ωB97M-V/def2-TZVPD) for C33H33BBiN10OS3SeSi as an isolated structure.

Properties
Multiplicity: 1
Relative energy (zero: lowest compared OMol25 entry of this formula, charge and spin) in eV: 0.8298
Total charge: -1

```
84
C33H33BBiN10OS3SeSi ωB97M-V/def2-TZVPD
Bi -0.00868 -2.32551 1.02668
C 2.63852 0.09219 4.29038
C 2.26702 -0.24141 2.98678
N 1.05792 -0.77401 2.97288
N 0.61992 -0.79541 4.22788
C 1.55012 -0.28001 5.04878
B -0.79158 -1.20551 4.63698
N -1.05368 -2.69271 4.35968
C -1.55128 -3.54331 5.27028
C -1.72478 -4.77231 4.67398
C -1.29928 -4.57461 3.36088
N -0.89528 -3.32501 3.19698
N -1.80098 -0.34831 3.86988
C -2.64878 0.54869 4.40368
C -3.31358 1.17509 3.37358
C -2.78838 0.57569 2.22628
N -1.88908 -0.33861 2.54088
H 3.55942 0.53739 4.61088
H 2.81862 -0.11111 2.08058
H 1.38052 -0.22121 6.10608
H -0.92648 -1.01771 5.80588
H -1.73508 -3.22111 6.27368
H -2.09948 -5.67221 5.11468
H -1.28738 -5.26551 2.54058
H -2.71528 0.68299 5.46528
H -4.06208 1.94009 3.43138
H -3.02928 0.79079 1.20358
S -1.44458 -4.67521 -2.83342
C -0.78488 -4.00731 -1.48292
S -1.35378 -4.39131 0.10768
S 0.47692 -2.84341 -1.54822
C -1.15598 8.05979 -8.93762
O -0.00958 7.57309 -8.28552
C -0.16678 6.62709 -7.31482
C 1.00852 6.10809 -6.76262
C 0.95362 5.15089 -5.77842
C -0.27828 4.68019 -5.30812
C -1.44518 5.19669 -5.86392
C -1.39388 6.16069 -6.85582
C -0.28358 3.66609 -4.28032
N 0.81012 3.18439 -3.73342
C 0.40362 2.22719 -2.86352
C -0.98878 2.12959 -2.86992
N -1.41078 3.05909 -3.78092
C -1.69428 1.17059 -2.10412
C -3.08288 0.97569 -2.13782
C -3.63438 -0.05211 -1.40942
C -2.78058 -0.85851 -0.64822
N -1.48808 -0.66641 -0.58082
C -0.91568 0.31729 -1.27322
C 0.52472 0.43819 -1.22472
N 1.21482 -0.39391 -0.43582
C 2.52362 -0.42241 -0.51582
C 3.26862 0.42149 -1.34202
C 2.59362 1.34999 -2.10092
C 1.19632 1.36059 -2.06022
H -0.78628 8.73129 -9.70942
H -1.80378 8.62309 -8.25632
H -1.72548 7.25339 -9.41352
H 1.95532 6.46929 -7.13012
H 1.85072 4.73649 -5.34722
H -2.41548 4.85469 -5.52972
H -2.31968 6.53729 -7.26312
H -2.36748 3.25839 -4.02432
H -3.70528 1.62229 -2.74522
H -4.69788 -0.23881 -1.41392
H -3.16678 -1.68441 -0.06582
H 3.01412 -1.17671 0.08428
H 4.34412 0.33459 -1.37252
H 3.09482 2.05269 -2.74962
C 1.58492 -6.31301 3.52538
Si 2.53182 -4.65211 3.48028
C 2.16122 -3.63381 5.05128
C 4.41652 -5.00731 3.46828
Se 2.26512 -3.49971 1.46748
H 2.03602 -6.99351 4.24088
H 1.60102 -6.78481 2.54868
H 0.54922 -6.16951 3.81118
H 2.42782 -4.20201 5.93578
H 1.11402 -3.37501 5.13108
H 2.73022 -2.71041 5.05608
H 4.72732 -5.64421 4.28988
H 4.96382 -4.07211 3.52728
H 4.68542 -5.47911 2.52928
```

=====

Values for HOMO, eV, ordered as above
-4.91; -4.15
Values for gap between HOMO and LUMO, hartree, ordered as above
0.24301; 0.21517